# 1
The following is a DFT calculation (ωB97M-V with the def2-TZVPD basis set) of a structure of composition C3H5NOS at a distorted geometry.

CARTESIAN COORDINATES (ANGSTROEM)
H 1.2849 -1.2527 0.9981
N -0.3733 1.1476 0.1691
H 1.6886 1.4191 -0.3074
S -0.7703 -1.4828 -0.1611
H -1.8501 0.1012 1.7105
C 0.8028 0.7258 0.0767
C 0.9808 -0.8207 0.0206
H 1.5750 -1.0764 -0.9216
H -2.5081 0.3595 -1.1666
C -1.4025 0.1270 0.3804
O -2.5828 0.4291 -0.1821

Its charge is 0. As for the energy above the lowest of the compared OMol25 structures with the same formula, charge and spin: 57.71 kcal/mol. The calculation puts the LUMO energy at 0.6905 eV. The frontier orbital gap comes out at 9.83 eV. As for the HOMO energy: -0.336 Eh.

Results of the Löwdin charge analysis, in e, for atoms 1 through 4: 0.066 0.034 0.150 0.856


# 2
The following is a DFT calculation (ωB97M-V with the def2-TZVPD basis set) of a cluster of 5 separate species, C25H25N5 in total at a distorted geometry.

CARTESIAN COORDINATES (ANGSTROEM)
H -31.3003 15.1553 -26.8125
H -26.8176 11.6285 -34.7134
C -27.3444 10.1557 -31.2538
C -30.8648 13.3989 -33.3326
C -28.0190 9.5988 -32.3204
C -31.1659 12.4093 -35.8298
C -28.4540 16.1345 -31.2679
N -26.5320 11.2023 -31.3680
H -25.3100 21.1493 -28.0003
H -25.7995 23.4324 -32.2849
C -26.9733 11.2036 -33.7319
H -27.4465 9.6506 -30.2996
H -26.7461 16.1797 -25.3105
H -29.3890 16.2543 -31.8065
H -27.1962 16.3123 -27.5723
C -29.3547 15.8544 -27.4561
H -26.4719 13.6556 -30.1896
H -25.4437 20.9845 -32.2957
C -27.7558 15.9885 -25.6368
H -28.3194 9.6992 -34.4665
H -27.8956 18.2117 -31.0972
H -25.9019 23.5482 -28.1661
N -26.0801 15.6641 -29.9549
C -25.5339 21.5879 -28.9615
H -29.5843 13.8077 -36.3975
C -27.6906 17.1856 -30.8191
H -29.3361 14.6813 -34.1392
C -25.3938 20.8955 -30.1496
H -29.5915 15.9186 -28.5088
C -28.7702 15.5201 -24.8149
H -32.5530 12.1435 -32.9108
N -26.0432 23.5676 -30.2218
C -30.2051 13.3719 -35.6278
C -26.8240 14.6578 -30.4088
H -28.5551 8.6642 -32.2072
H -25.6472 12.5250 -32.6532
C -25.8164 22.8915 -31.3459
H -25.9142 17.7425 -29.7677
C -25.5366 21.5346 -31.3700
C -30.0409 13.8804 -34.3258
H -28.6534 15.4263 -23.7398
H -30.6969 13.5687 -32.2765
H -25.0882 19.8561 -30.0943
C -26.4933 16.9075 -30.1390
C -25.8746 22.9391 -29.0611
H -31.2618 11.9873 -36.8259
N -30.0295 15.3041 -25.2181
C -30.2774 15.3742 -26.5306
C -28.0906 16.1222 -26.9879
C -28.0325 14.8173 -31.0770
C -27.8262 10.1096 -33.5968
C -31.8399 12.4402 -33.6731
N -32.0214 11.9837 -34.8953
H -28.5790 13.9578 -31.4338
C -26.3676 11.7193 -32.5828

Its charge is 0. The SMILES is c1ccncc1.c1ccncc1.c1ccncc1.c1ccncc1.c1ccncc1. As for the energy above the lowest of the compared OMol25 structures with the same formula, charge and spin: 70.09 kcal/mol. The calculation puts the LUMO energy at 0.5109 eV. The frontier orbital gap comes out at 10.13 eV. As for the HOMO energy: -0.354 Eh.

Results of the Löwdin charge analysis, in e, for atoms 1 through 4: 0.100 0.098 -0.156 -0.077


# 3
The following is a DFT calculation (ωB97M-V with the def2-TZVPD basis set) of a structure of composition C34H39LuN5O at a distorted geometry.

CARTESIAN COORDINATES (ANGSTROEM)
H -2.0244 3.5741 2.0644
H -3.2678 -4.3156 2.3261
C -0.7479 2.0457 1.2850
C 2.4732 -1.8883 -1.3636
H -1.8258 2.6416 -1.2423
C -0.4046 -3.2599 0.7886
H -2.8859 -1.2012 -3.0352
H -5.7764 -0.7280 4.4446
H 3.0458 2.7455 -0.5692
H -2.7764 2.5741 0.8011
H 2.8742 0.5812 -5.3530
H 1.0676 -2.2504 1.7143
C -6.3888 -0.8353 2.4657
C 0.1245 1.7055 -5.2951
C -2.1029 2.5725 -6.1834
C -1.1241 -0.3432 -3.8955
C -0.0172 1.0381 3.5924
H -0.5692 3.8924 -1.2663
C 0.9082 0.8285 -4.4983
N -2.4220 -0.6500 0.8777
H -1.5310 3.4694 -6.4297
C -0.1082 2.2199 0.0106
C -1.8622 -1.4896 -3.2908
H -5.6276 -0.2313 -0.0740
H -1.9159 -2.3325 -3.9998
H -3.5547 -5.4508 0.1801
C -0.4625 -4.1203 -0.2582
C -0.7419 2.8084 -1.2134
C -1.8656 0.5516 -4.6888
H -0.3240 2.3753 -2.1359
H 2.5902 2.1583 -4.5968
H 2.8550 0.7337 -3.5758
C 0.8134 -2.3242 0.6488
C 2.3295 1.9715 -0.8825
H 3.4648 0.6250 1.2696
O -7.3936 -0.7977 1.7085
H -2.9755 2.8792 -5.5928
C 2.5828 0.4253 1.9080
N -6.5378 -1.0027 3.8267
H -2.5537 1.9248 2.4317
H -1.3778 -1.8548 -2.3653
C -3.5015 -0.3746 0.0850
C 2.2228 -1.3731 -2.5850
C -1.5865 -4.8627 -0.5506
H 2.3678 -0.6609 1.8474
H -1.7428 -1.3765 2.7403
C -5.0044 -0.7844 1.9427
C -4.7951 -0.4470 0.5786
C 0.1997 1.4096 2.1787
H -7.4603 -0.8828 4.1873
C -2.6279 -1.0473 2.1693
C 0.2608 -0.1878 -3.7346
H 0.6106 2.5341 -5.8214
C 1.2439 1.7840 0.1283
H 1.9181 2.2880 -1.8546
H -1.0684 0.7904 3.8011
H -2.4913 2.1697 -7.1288
H 2.9014 1.0503 -1.0335
C -3.8832 -1.1192 2.7258
N -1.3709 -3.3412 1.7745
H 0.2624 1.8628 4.2732
C -2.0880 2.5477 1.6663
C -1.2613 1.5939 -5.3993
H 2.8407 0.6738 2.9447
H 0.5897 0.1636 3.8718
C 0.2771 -1.2580 -1.4933
N 0.9107 -0.9577 -2.6684
H -3.9631 -1.4672 3.7547
H -3.2876 -0.1225 -0.9625
C 1.4282 1.2289 1.4401
H 2.8774 -1.3712 -3.4689
H 0.4431 -4.1538 -0.8839
Lu -0.2680 -0.1897 0.3777
H -2.9549 0.4528 -4.7419
C -2.6256 -4.9063 0.3839
N 1.2340 -1.9040 -0.5798
H 3.3823 -2.1895 -1.0037
C 2.3811 1.0821 -4.5018
H -1.6173 -5.4107 -1.4908
C -2.4392 -4.1744 1.5798

Its charge is -1. As for the energy above the lowest of the compared OMol25 structures with the same formula, charge and spin: 57.19 kcal/mol. The calculation puts the LUMO energy (alpha / beta) at 2.5985 / 2.5772 eV. The frontier orbital gap (alpha / beta) comes out at 4.22 / 4.58 eV. As for the HOMO energy (alpha / beta): -0.059 / -0.074 Eh.

Results of the Löwdin charge analysis, in e, for atoms 1 through 4: 0.084 0.111 -0.323 -0.032


# 4
The following is a DFT calculation (ωB97M-V with the def2-TZVPD basis set) of a cluster of 10 separate species, C29H68O10 in total at a distorted geometry.

CARTESIAN COORDINATES (ANGSTROEM)
C 5.1524 1.2487 -1.2822
H 2.4228 -4.8805 -1.4048
C 4.8417 0.7376 1.1625
H -2.1110 2.1137 0.9164
H -5.7262 -0.1588 -3.2820
H -0.4856 4.7432 -3.8786
H 2.5818 -2.2334 -2.2146
H 0.1712 -1.8954 -2.8763
C 2.1777 -3.0471 -0.2448
C 4.3366 -2.9413 -1.2765
O -3.5814 -0.2385 6.1933
C -1.3438 -4.5445 4.1449
H -2.2317 -1.6506 2.9511
H -0.6466 1.4260 -5.0638
H -2.1176 1.6577 4.9195
H 6.0806 1.8038 -1.1542
H 0.2972 -2.3287 -4.5760
C 1.1371 0.1845 -5.1809
H -1.7038 -5.3892 3.5578
H -3.2693 0.8974 3.8578
O 4.2214 2.8575 0.1665
H -4.4974 -0.1953 -1.2210
H 1.1675 0.0031 1.1938
H 0.5237 -3.5258 4.4425
H -5.8172 -1.9295 -3.3672
C 2.7568 -4.4240 -0.4631
H 0.6998 -4.7715 3.2162
C 0.4252 0.6671 0.7460
O 0.3527 2.9561 -3.2161
H 3.1669 4.3267 -2.7165
H -4.3704 2.9859 6.7773
H -1.1351 -1.6833 4.2688
C 4.2692 1.4335 -0.0704
H -4.7797 -3.2383 -1.2154
H 0.8584 1.6788 0.8114
O 1.1420 1.3119 3.6911
H 2.4202 4.0847 2.9463
H -2.0953 0.2713 -1.2960
C 1.2781 3.3684 -2.2122
H -0.0055 -0.7529 -0.8630
C 0.0047 -4.0425 3.6264
H 2.2461 3.6412 -4.8121
H -3.0783 2.0410 7.5084
C -0.9629 -0.5594 -4.2075
H 4.1289 0.7180 1.9903
H -5.0695 0.9556 5.4896
C -4.0726 1.9696 7.0466
H 1.9728 2.5601 -2.0103
C -4.9711 -1.1343 -1.5352
O 4.1620 -4.1893 -0.6228
O -0.7766 0.6498 1.5063
C -3.1855 1.5982 4.6943
H 0.4039 -2.2871 2.3909
H 0.7481 3.7059 -1.3187
H -3.5303 2.5654 4.3203
C -1.5409 -2.3210 3.4633
O -2.2549 -3.4535 3.9279
H -2.7527 0.5071 0.9387
H 0.7312 0.7527 -1.3832
H 1.5316 -0.2163 -6.1229
C 0.0213 0.3213 -0.6787
C -4.1740 -2.3378 -1.1185
H 1.6947 1.1021 -4.9881
H -1.2826 -0.0576 -3.2915
H -4.3074 -1.1510 -3.6729
O 2.5343 3.3053 2.3949
C -5.2006 -1.0872 -3.0441
H -2.7842 -0.1607 6.7266
C -0.3866 0.3845 -5.2394
H 2.1870 2.5478 2.9109
H 5.1434 -2.3729 -0.8116
O 1.3862 -0.6904 -4.0819
H -0.7243 0.1646 -6.2563
H 2.3498 -2.7008 0.7822
H -0.8504 -3.4184 1.7581
H 3.0380 -1.1212 -0.9473
H -0.1527 3.5784 -5.0925
H 4.6325 1.6399 -2.1622
H -1.3114 -4.7420 5.2157
C 0.2169 -1.4772 -3.8822
C -1.8523 1.0703 0.6789
C -0.4262 -2.9437 2.6479
C -1.3867 0.9237 -0.7836
C 2.1009 4.5303 -2.8276
H 3.5964 2.9985 0.9056
H -4.7346 1.6156 7.8365
H 4.5782 -3.1174 -2.3271
H 1.0916 -2.9812 -0.3649
H -1.3970 1.8766 -1.3102
C 0.2677 4.0006 -4.1726
H -3.2306 -2.4065 -1.6597
C 2.9747 -2.1771 -1.1938
H 1.9040 5.5116 -2.4036
H 0.3851 1.1274 3.1067
H 0.9911 0.7818 4.4801
H 5.1021 -0.3060 0.9511
H 5.7581 1.2355 1.4768
H 3.2425 1.1019 -0.2734
H 1.8278 5.3814 -4.8466
H -1.8352 -1.1439 -4.5105
H -6.7393 -0.3695 -1.1222
H -3.8837 -2.2778 -0.0641
O -6.2615 -1.1755 -0.9104
C -4.0369 1.0641 5.8283
C 1.7123 4.4426 -4.3054
H 2.5398 -5.0865 0.3726
H 5.3844 0.2065 -1.5077

Its charge is 0. The SMILES is C1CCOC1.C1CCOC1.C1CCOC1.C1CCOC1.C1CCOC1.CC(C)O.CC(C)O.CC(C)O.O.O. As for the energy above the lowest of the compared OMol25 structures with the same formula, charge and spin: 0.00 kcal/mol. The calculation puts the LUMO energy at 0.2877 eV. The frontier orbital gap comes out at 9.79 eV. As for the HOMO energy: -0.349 Eh.

Results of the Löwdin charge analysis, in e, for atoms 1 through 4: -0.053 0.125 -0.045 0.120